Entry 1:
ORCA calculation (ωB97M-V/def2-TZVPD) on a structure of composition C33H51N2O3PS6Tl.

Properties
Energy in hartree: -4525.32755
Orbital gap in eV: 4.7
E_HOMO in eV: -15.33
ΔE to the lowest compared entry with this formula, charge and spin in kcal/mol: 72.7
Total charge: +3

Last column: Mulliken charge in e.
CARTESIAN COORDINATES (ANGSTROEM)
Tl: -0.242 -0.115 0.331  0.6995
C: -0.863 3.497 2.223  -1.0465
C: 0.001 2.772 3.235  -0.8022
S: 1.336 1.827 2.412  0.5572
C: 2.010 0.907 3.835  -1.2277
C: 1.402 -0.472 4.032  0.7937
S: -0.345 -0.408 4.527  -0.1678
C: -0.951 -1.982 3.835  0.0473
C: -2.424 -1.918 3.454  -1.2618
S: -2.813 -0.844 2.029  0.3100
C: -3.116 0.750 2.867  -0.6360
C: -3.241 1.914 1.901  -0.8282
S: -1.730 2.430 1.027  0.4173
H: -0.244 4.151 1.607  0.3960
H: -1.613 4.108 2.725  0.5638
H: -0.570 2.081 3.848  0.1483
H: 0.481 3.509 3.881  0.5511
H: 1.916 1.524 4.728  0.7276
H: 3.072 0.796 3.609  0.2875
H: 1.952 -1.001 4.813  0.8014
H: 1.441 -1.032 3.098  -1.7100
H: -0.820 -2.753 4.595  0.5404
H: -0.343 -2.223 2.961  -0.2929
H: -3.049 -1.602 4.289  0.5019
H: -2.737 -2.914 3.141  0.5039
H: -2.321 0.895 3.589  0.1258
H: -4.062 0.650 3.404  0.5901
H: -3.611 2.785 2.441  0.7550
H: -3.928 1.675 1.090  0.0292
C: 2.977 -2.709 2.383  -1.8620
P: 2.423 -1.703 0.963  1.7534
C: 2.680 -2.726 -0.475  0.0205
C: 2.461 -4.066 -0.397  -0.3612
C: 2.710 -4.955 -1.499  -0.5282
C: 3.058 -4.488 -2.710  -1.1464
C: 3.151 -3.035 -2.992  -0.2299
C: 2.998 -2.071 -1.781  -0.7436
C: 3.501 -0.259 0.896  0.6493
C: 4.526 -0.078 1.828  -0.9749
C: 5.330 1.048 1.752  -0.4817
C: 5.109 1.999 0.766  -0.9749
C: 4.066 1.836 -0.140  -0.7198
C: 3.252 0.722 -0.067  0.7780
H: 3.989 -3.063 2.192  0.5582
H: 2.316 -3.562 2.533  0.4847
H: 2.962 -2.105 3.288  0.6829
H: 2.148 -4.526 0.533  0.4423
H: 2.633 -6.020 -1.326  0.4921
H: 3.220 -5.170 -3.537  0.4813
H: 4.045 -2.825 -3.581  0.4781
H: 3.832 -1.380 -1.651  0.8151
H: 4.730 -0.814 2.595  0.4557
H: 6.123 1.185 2.475  0.4805
H: 5.742 2.875 0.706  0.4809
H: 3.880 2.588 -0.895  0.5142
H: 2.407 0.630 -0.738  -0.3175
S: 0.339 -3.346 -3.685  -0.2073
C: 1.896 -2.398 -3.673  -0.1265
C: 1.778 -1.407 -2.478  0.1510
N: 0.532 -1.594 -1.772  0.6211
C: -0.213 -2.490 -2.286  -0.6576
H: 2.061 -2.005 -4.672  0.6083
H: 1.913 -0.354 -2.726  -0.4398
H: -1.199 -2.706 -1.892  0.4664
O: -2.950 -1.854 -1.550  -0.8236
C: -3.218 -0.653 -1.341  0.4000
O: -2.508 0.228 -0.810  -0.5816
C: -4.661 -0.217 -1.780  -0.3919
N: -5.199 -1.352 -2.596  -0.0025
C: -6.533 -1.741 -2.053  -0.6420
C: -6.373 -1.454 -0.569  -0.7531
C: -5.603 -0.126 -0.563  -0.1062
H: -4.609 0.710 -2.345  0.4735
H: -4.457 -2.075 -2.380  0.3790
H: -5.212 -1.180 -3.598  0.3554
H: -6.753 -2.780 -2.285  0.3970
H: -7.298 -1.103 -2.494  0.3570
H: -5.791 -2.243 -0.089  0.2475
H: -7.333 -1.379 -0.064  0.4871
H: -5.041 0.016 0.356  -0.3220
H: -6.291 0.711 -0.679  0.4321
C: -0.275 5.293 -1.864  -1.4174
C: 0.534 4.077 -1.437  0.0749
S: -0.175 2.559 -2.159  0.3482
O: 0.547 1.426 -1.442  -0.5086
C: 0.597 2.610 -3.815  -0.6189
C: 2.115 2.602 -3.815  -0.9278
H: 0.106 6.186 -1.371  0.4240
H: -1.325 5.179 -1.593  0.3298
H: -0.208 5.461 -2.938  0.3728
H: 0.484 3.908 -0.361  -0.2234
H: 1.581 4.148 -1.728  0.4111
H: 0.186 3.497 -4.300  0.6058
H: 0.192 1.729 -4.315  0.4210
H: 2.529 3.591 -3.624  0.3622
H: 2.475 2.285 -4.793  0.3940
H: 2.504 1.905 -3.069  0.0301


Entry 2:
ORCA calculation (ωB97M-V/def2-TZVPD) on a cluster of 4 separate species, C3H13NO2S2 in total at a distorted geometry.

Properties
Energy in hartree: -1123.52937
Orbital gap in eV: 4.2
E_HOMO in eV: -8.88
ΔE to the lowest compared entry with this formula, charge and spin in kcal/mol: 116.1

Last column: Mulliken charge in e.
CARTESIAN COORDINATES (ANGSTROEM)
N: -1.636 0.443 -1.339  -0.6438
C: -0.294 0.531 -0.765  0.8622
C: 0.687 -0.353 -1.495  -1.4274
C: -0.334 0.063 0.727  -0.5876
S: -1.404 1.001 1.701  -0.0980
S: 2.198 -1.507 1.126  -0.3860
H: -2.335 0.752 -0.678  0.1775
H: -1.722 1.005 -2.170  0.2542
H: 0.071 1.559 -0.765  0.2546
H: 0.394 -1.390 -1.350  0.3423
H: 0.730 -0.128 -2.550  0.3917
H: 1.661 -0.204 -1.047  0.3635
H: -0.611 -0.986 0.766  0.4163
H: 0.735 0.130 1.127  0.0260
H: 3.083 -2.176 1.875  0.1333
H: -0.624 2.917 1.044  0.2413
H: -0.120 4.367 1.144  0.3051
O: -0.202 3.623 0.538  -0.5638
H: 0.499 -2.684 0.740  0.2155
H: -0.453 -3.876 0.952  0.2792
O: -0.324 -3.085 0.420  -0.5560


Entry 3:
ORCA calculation (ωB97M-V/def2-TZVPD) on a cluster of 5 separate species, C46H66BF33N2O11 in total at a distorted geometry.

Properties
Energy in hartree: -6049.98555
Orbital gap in eV: 9.5
E_HOMO in eV: -9.41
ΔE to the lowest compared entry with this formula, charge and spin in kcal/mol: 0.0
SMILES: CCCCCCCCCN(OC#N)[C@H](CCF)CO[C@@](CCCCCCOC(C)=O)(C[C@@H](C)O)B(O)O.FC(F)C(F)(F)COC(F)(F)C(F)F.FC(F)C(F)(F)COC(F)(F)C(F)F.FC(F)C(F)(F)COC(F)(F)C(F)F.FC(F)C(F)(F)COC(F)(F)C(F)F

Last column: Mulliken charge in e.
CARTESIAN COORDINATES (ANGSTROEM)
C: -3.629 2.037 2.321  -0.6576
C: -3.882 2.022 3.850  -0.8237
C: -3.355 0.738 4.527  -0.8437
C: -1.899 0.415 4.124  0.9288
C: -1.094 -0.266 5.257  -0.9604
C: 0.351 -0.529 4.764  0.3851
C: 1.296 0.701 4.948  -1.1443
C: 1.484 1.524 3.649  0.8326
C: 2.973 1.792 3.357  -1.5105
N: 3.151 2.812 2.338  0.3821
O: 4.490 3.360 2.375  -0.4514
C: 5.423 2.446 2.208  0.7543
N: 6.216 1.676 2.016  -0.5179
C: 2.744 2.508 0.966  -0.6095
C: 1.278 2.938 0.710  0.1123
C: 1.132 4.459 0.761  -0.4495
F: -0.227 4.799 0.938  -0.4641
C: 2.994 1.065 0.476  -0.7790
O: 1.819 0.326 0.667  0.6801
C: 1.869 -1.056 0.317  0.5780
C: 0.398 -1.532 0.518  0.1115
C: 0.022 -2.903 -0.080  -1.2354
C: -0.762 -2.768 -1.420  2.2380
C: -2.247 -3.196 -1.308  -1.4326
C: -3.165 -2.012 -0.968  0.1886
C: -3.609 -1.186 -2.170  -0.8427
O: -2.529 -0.822 -3.052  -0.3280
C: -2.097 0.444 -3.043  0.4905
C: -2.140 1.259 -1.773  -0.3871
O: -1.636 0.892 -4.043  -0.5673
C: 2.425 -1.320 -1.100  -2.2087
C: 1.823 -0.531 -2.299  -0.2264
C: 1.610 -1.438 -3.536  -1.6024
O: 0.628 0.172 -1.940  0.2911
B: 2.734 -1.908 1.368  0.9878
O: 3.296 -3.117 0.964  -0.7230
O: 2.845 -1.478 2.671  -0.5120
H: -4.366 2.674 1.814  0.4632
H: -3.681 1.024 1.894  0.0679
H: -2.641 2.458 2.097  0.1106
H: -4.959 2.129 4.044  0.4337
H: -3.339 2.865 4.304  0.3231
H: -3.358 0.873 5.621  0.4099
H: -4.010 -0.116 4.299  0.3231
H: -1.849 -0.256 3.257  -0.0943
H: -1.381 1.361 3.886  -0.2126
H: -1.030 0.401 6.130  0.4267
H: -1.552 -1.218 5.556  -0.1235
H: 0.785 -1.354 5.348  0.4510
H: 0.324 -0.813 3.700  -0.5642
H: 2.279 0.308 5.252  0.4987
H: 0.895 1.328 5.753  0.3213
H: 1.009 2.514 3.753  0.6730
H: 1.013 0.998 2.813  -0.5938
H: 3.423 2.187 4.284  0.5715
H: 3.489 0.841 3.142  0.3420
H: 3.349 3.161 0.313  0.5123
H: 1.056 2.611 -0.320  0.0873
H: 0.553 2.425 1.345  0.0395
H: 1.419 4.869 -0.221  -0.0182
H: 1.727 4.926 1.553  0.4089
H: 3.855 0.629 1.010  0.2830
H: 3.290 1.134 -0.588  0.2047
H: -0.256 -0.726 0.161  -0.4095
H: 0.249 -1.586 1.612  0.0110
H: -0.652 -3.392 0.640  0.5566
H: 0.893 -3.556 -0.216  0.4342
H: -0.775 -1.695 -1.666  -1.3036
H: -0.281 -3.328 -2.225  -0.1048
H: -2.551 -3.683 -2.245  0.3047
H: -2.370 -3.942 -0.508  0.4662
H: -4.087 -2.407 -0.509  0.5038
H: -2.705 -1.364 -0.201  -0.4835
H: -4.150 -0.293 -1.822  0.3908
H: -4.325 -1.757 -2.779  0.4727
H: -1.812 0.662 -0.910  -0.1950
H: -1.437 2.090 -1.896  0.0627
H: -3.143 1.639 -1.547  0.6525
H: 2.366 -2.393 -1.327  0.7249
H: 3.506 -1.093 -1.089  0.5419
H: 2.576 0.217 -2.609  0.9733
H: 2.529 -1.442 -4.142  0.3915
H: 0.766 -1.075 -4.138  0.2210
H: 1.387 -2.476 -3.254  0.2670
H: 0.486 0.863 -2.592  -0.0143
H: 4.232 -3.222 1.153  0.2918
H: 3.605 -1.865 3.119  0.1756
F: 0.489 -5.659 7.874  -0.1968
C: 0.042 -6.308 8.967  0.0706
F: 0.766 -7.442 9.106  -0.2771
C: -1.436 -6.685 8.834  0.8780
F: -1.597 -7.598 7.854  -0.2717
F: -1.751 -7.291 10.017  -0.3282
C: -2.456 -5.550 8.668  -0.6691
O: -2.907 -5.250 7.364  -0.3999
C: -2.239 -4.386 6.542  0.8328
F: -1.283 -3.714 7.212  -0.2831
F: -3.138 -3.466 6.124  -0.3396
C: -1.692 -5.081 5.291  0.1479
F: -0.897 -6.114 5.626  -0.2248
F: -0.961 -4.187 4.586  -0.1577
H: 0.199 -5.682 9.850  0.2837
H: -3.351 -5.915 9.170  0.3808
H: -2.144 -4.653 9.206  0.3225
H: -2.517 -5.445 4.676  0.2402
F: -2.605 -8.289 -4.841  -0.2073
C: -1.798 -9.006 -5.648  0.0801
F: -2.379 -10.209 -5.861  -0.2738
C: -0.425 -9.235 -5.010  0.8560
F: -0.542 -10.023 -3.921  -0.2719
F: 0.286 -9.930 -5.947  -0.3291
C: 0.429 -8.003 -4.678  -0.7032
O: 0.419 -7.529 -3.347  -0.3617
C: -0.518 -6.645 -2.898  0.8199
F: -1.253 -6.139 -3.903  -0.3127
F: 0.150 -5.609 -2.337  -0.2952
C: -1.394 -7.256 -1.798  0.1768
F: -1.983 -8.387 -2.234  -0.2275
F: -2.363 -6.376 -1.458  -0.2192
H: -1.693 -8.492 -6.607  0.2945
H: 1.454 -8.339 -4.822  0.3967
H: 0.263 -7.198 -5.395  0.3321
H: -0.789 -7.485 -0.919  0.2356
F: 5.067 7.956 -2.519  -0.2297
C: 5.002 7.311 -1.339  0.0074
F: 5.744 6.184 -1.433  -0.2584
C: 3.564 6.917 -0.992  1.0035
F: 3.109 5.989 -1.867  -0.2554
F: 3.648 6.305 0.227  -0.2822
C: 2.519 8.029 -0.832  -0.9129
O: 1.671 8.281 -1.931  -0.3218
C: 2.014 9.130 -2.942  0.7513
F: 3.113 9.845 -2.651  -0.2983
F: 0.994 10.006 -3.091  -0.3043
C: 2.147 8.390 -4.279  0.4608
F: 3.044 7.388 -4.187  -0.2254
F: 2.574 9.262 -5.219  -0.2834
H: 5.423 7.945 -0.554  0.3086
H: 1.839 7.655 -0.067  0.4833
H: 2.962 8.943 -0.433  0.2984
H: 1.179 7.979 -4.572  0.0778
F: -3.178 4.295 -6.640  -0.2576
C: -3.241 3.857 -5.367  0.2145
F: -4.430 4.250 -4.847  -0.2764
C: -2.117 4.446 -4.510  0.9276
F: -2.268 5.781 -4.374  -0.2886
F: -2.301 3.879 -3.283  -0.2301
C: -0.674 4.120 -4.913  -0.8752
O: 0.028 5.092 -5.668  -0.4119
C: -0.046 5.125 -7.032  0.8504
F: -0.642 4.033 -7.531  -0.2966
F: 1.227 5.136 -7.497  -0.3176
C: -0.699 6.416 -7.546  0.2836
F: -1.925 6.583 -7.014  -0.2146
F: -0.820 6.335 -8.889  -0.2732
H: -3.190 2.765 -5.351  0.1376
H: -0.131 4.081 -3.969  0.3740
H: -0.597 3.125 -5.353  0.4981
H: -0.078 7.277 -7.290  0.1784